Here is a molecular structure, C37H35Ge2N5O8S2Ti at a distorted geometry from OMol25. Energies are from ωB97M-V/def2-TZVPD.

Results
Net charge   +1
E_HOMO (spin up / spin down)   -11.09 / -11.22 eV
Spin multiplicity   2
Relative energy (zero: lowest compared OMol25 entry of this formula, charge and spin)   131.14 kJ/mol
Expectation value of S²   0.75

XYZ file:
```
90
C37H35Ge2N5O8S2Ti (ωB97M-V/def2-TZVPD)
Ti 0.80 1.38 -0.61
C 5.03 0.59 0.23
C 3.72 1.22 -0.12
N 2.66 0.48 -0.26
N 2.82 -0.88 -0.15
C 1.94 -1.58 -0.75
S 0.71 -0.85 -1.86
S 1.98 -3.33 -0.72
C 2.32 -3.73 1.04
C 3.56 -3.14 1.65
C 3.44 -2.18 2.64
C 4.57 -1.63 3.23
C 5.84 -2.04 2.82
C 5.96 -3.00 1.82
C 4.83 -3.55 1.24
C 3.61 2.65 -0.40
C 4.52 3.55 0.17
C 4.49 4.89 -0.14
C 3.56 5.37 -1.07
C 2.65 4.51 -1.65
C 2.65 3.16 -1.31
O 1.72 2.35 -1.88
H 5.43 0.13 -0.68
H 4.89 -0.20 0.96
H 5.75 1.32 0.58
H 2.38 -4.82 1.00
H 1.43 -3.47 1.61
H 2.46 -1.86 2.96
H 4.47 -0.89 4.02
H 6.72 -1.63 3.28
H 6.94 -3.33 1.50
H 4.93 -4.30 0.46
H 5.25 3.20 0.88
H 5.19 5.57 0.32
H 3.54 6.42 -1.32
H 1.92 4.86 -2.37
O -4.63 5.71 1.86
N -3.81 4.93 2.29
O -3.56 4.76 3.47
C -3.07 4.11 1.32
C -3.38 4.21 -0.02
C -2.70 3.43 -0.92
C -1.68 2.54 -0.52
O -0.94 1.83 -1.35
C -1.43 2.46 0.87
C -2.09 3.25 1.78
N -0.34 1.66 1.37
O 0.88 2.35 0.91
O -0.24 0.34 0.74
N -3.07 3.57 -2.34
O -2.75 2.70 -3.12
O -3.73 4.55 -2.64
H -4.14 4.90 -0.36
H -1.86 3.18 2.83
C -1.91 -0.57 -4.09
Ge -2.02 -2.15 -2.95
C -3.78 -2.87 -2.55
C -0.74 -3.55 -3.36
Ge -1.41 -0.94 -0.49
C -3.15 -0.11 -0.26
C -3.97 0.28 -1.32
C -5.23 0.79 -1.08
C -5.69 0.92 0.23
C -4.88 0.52 1.29
C -3.62 0.00 1.05
C -1.14 -2.38 0.80
C -1.32 -3.70 0.39
C -1.27 -4.74 1.31
C -1.04 -4.47 2.65
C -0.85 -3.16 3.07
C -0.90 -2.12 2.15
H -1.17 -0.77 -4.87
H -1.61 0.33 -3.55
H -2.87 -0.38 -4.55
H -4.18 -3.26 -3.49
H -4.47 -2.12 -2.16
H -3.70 -3.69 -1.84
H -1.29 -4.40 -3.78
H -0.21 -3.89 -2.47
H -0.02 -3.19 -4.08
H -3.62 0.22 -2.34
H -5.86 1.10 -1.90
H -6.67 1.32 0.42
H -5.24 0.62 2.31
H -3.01 -0.32 1.88
H -1.50 -3.94 -0.65
H -1.41 -5.76 0.97
H -1.00 -5.28 3.37
H -0.67 -2.94 4.11
H -0.73 -1.10 2.49
```

Atomic charges from the Mulliken analysis, expressed in e, are listed below:
1 Ti -0.9037
2 C -0.9881
3 C 1.1042
4 N 1.2338
5 N -0.6713
6 C 0.3969
7 S -0.2931
8 S -0.0823
9 C 0.1070
10 C 0.5046
11 C 0.0887
12 C -0.7998
13 C -0.5387
14 C -0.6211
15 C -0.5230
16 C 0.3630
17 C -0.9038
18 C -0.9673
19 C -0.4687
20 C -0.7074
21 C 0.9369
22 O -0.8557
23 H 0.3345
24 H -0.0444
25 H 0.4972
26 H 0.7015
27 H -0.6715
28 H 0.2862
29 H 0.4094
30 H 0.4089
31 H 0.4052
32 H 0.4177
33 H 0.3947
34 H 0.4300
35 H 0.4227
36 H 0.5304
37 O -0.6139
38 N 1.0565
39 O -0.6256
40 C -0.8261
41 C -0.4851
42 C -1.0529
43 C 1.7470
44 O -0.5742
45 C 0.8492
46 C -0.5015
47 N -0.4297
48 O -0.3149
49 O 0.4293
50 N 1.1155
51 O -0.5464
52 O -0.6883
53 H 0.6815
54 H 0.6085
55 C -1.1567
56 Ge 0.8621
57 C -0.9545
58 C -0.9636
59 Ge 0.8403
60 C 0.9525
61 C -0.4110
62 C -0.8606
63 C -0.8201
64 C -0.6698
65 C -0.3369
66 C 0.9121
67 C -0.4596
68 C -0.9178
69 C -0.6769
70 C -1.1744
71 C -0.0292
72 H 0.4919
73 H 0.3245
74 H 0.4178
75 H 0.5021
76 H 0.3214
77 H 0.3346
78 H 0.4963
79 H 0.1694
80 H 0.3821
81 H 0.1884
82 H 0.4684
83 H 0.4214
84 H 0.4895
85 H 0.3241
86 H 0.0433
87 H 0.4697
88 H 0.4019
89 H 0.4498
90 H 0.4049

Here is a molecular structure, C37H35LiN4O2P2S from OMol25. Energies are from ωB97M-V/def2-TZVPD.

Results
Net charge   0
E_HOMO   -7.84 eV
Relative energy (zero: lowest compared OMol25 entry of this formula, charge and spin)   51.98 kJ/mol

XYZ file:
```
82
C37H35LiN4O2P2S (ωB97M-V/def2-TZVPD)
Li -0.54 -0.30 1.40
C 0.15 -2.16 -1.76
C 0.87 -2.70 -0.54
P 2.65 -2.24 -0.25
C 2.68 -0.44 -0.58
C 2.57 0.16 -1.84
C 2.56 1.54 -1.97
C 2.67 2.35 -0.85
C 2.78 1.78 0.40
C 2.79 0.39 0.53
C 3.47 -2.95 -1.73
C 3.15 -4.23 -2.17
C 3.85 -4.83 -3.21
C 4.88 -4.15 -3.84
C 5.23 -2.88 -3.40
C 4.53 -2.29 -2.35
C -1.37 -2.29 -1.65
P -2.07 -1.09 -0.42
C -2.58 0.32 -1.45
C -3.90 0.71 -1.62
C -4.21 1.84 -2.37
C -3.20 2.59 -2.96
C -1.88 2.22 -2.78
C -1.57 1.10 -2.02
C -3.61 -1.88 0.12
C -3.91 -1.89 1.48
C -5.08 -2.49 1.94
C -5.94 -3.10 1.04
C -5.65 -3.11 -0.32
C -4.49 -2.50 -0.78
H 0.50 -2.68 -2.66
H 0.39 -1.11 -1.91
H 0.85 -3.80 -0.57
H 0.34 -2.46 0.39
H 2.49 -0.46 -2.73
H 2.48 1.98 -2.96
H 2.66 3.43 -0.95
H 2.85 2.39 1.29
H 2.89 -0.05 1.52
H 2.37 -4.80 -1.68
H 3.57 -5.82 -3.54
H 5.42 -4.61 -4.66
H 6.04 -2.35 -3.87
H 4.82 -1.30 -2.02
H -1.64 -3.29 -1.29
H -1.85 -2.14 -2.62
H -4.70 0.14 -1.17
H -5.25 2.13 -2.50
H -3.44 3.47 -3.54
H -1.08 2.81 -3.21
H -0.52 0.86 -1.84
H -3.23 -1.42 2.18
H -5.30 -2.49 3.00
H -6.85 -3.57 1.40
H -6.32 -3.58 -1.02
H -4.27 -2.50 -1.84
N 4.88 0.27 6.79
C 3.70 0.33 6.06
C 3.43 -0.63 5.08
C 2.23 -0.60 4.39
C 1.29 0.38 4.68
C 1.54 1.33 5.65
C 2.74 1.30 6.34
S -0.20 0.48 3.74
O -0.48 -0.89 3.27
O -1.20 1.11 4.56
N 0.12 1.22 2.38
C -0.09 2.56 2.19
N -0.50 2.90 0.96
C -0.68 4.19 0.72
C -0.46 5.17 1.68
C -0.03 4.71 2.92
N 0.18 3.43 3.18
H 5.64 -0.21 6.34
H 5.17 1.14 7.22
H 4.16 -1.40 4.86
H 2.01 -1.35 3.65
H 0.80 2.09 5.86
H 2.94 2.04 7.11
H -1.02 4.45 -0.27
H -0.62 6.22 1.48
H 0.18 5.41 3.73
```

Atomic charges from the Mulliken analysis, expressed in e, are listed below:
1 Li 0.9813
2 C 0.6881
3 C -1.0012
4 P -0.3647
5 C 0.3480
6 C -0.0606
7 C -0.7123
8 C -0.4531
9 C -0.4627
10 C -0.4452
11 C 0.7038
12 C -0.4527
13 C -0.6581
14 C -0.4687
15 C -0.6164
16 C -0.3667
17 C -1.3940
18 P 0.8409
19 C 0.6566
20 C -0.4107
21 C -0.7335
22 C -0.6463
23 C -0.7955
24 C -0.0127
25 C 0.0605
26 C -0.4296
27 C -0.6609
28 C -0.4763
29 C -0.7234
30 C -0.1498
31 H 0.4084
32 H -0.6083
33 H 0.4344
34 H 0.5007
35 H 0.4536
36 H 0.4408
37 H 0.4180
38 H 0.4077
39 H 0.3354
40 H 0.2909
41 H 0.3963
42 H 0.3765
43 H 0.3878
44 H 0.4125
45 H 0.5408
46 H 0.5074
47 H 0.3883
48 H 0.4055
49 H 0.3861
50 H 0.4831
51 H -0.0228
52 H 0.3667
53 H 0.4339
54 H 0.3816
55 H 0.4004
56 H 0.3589
57 N -0.5851
58 C 1.0689
59 C -0.8416
60 C -0.3312
61 C -0.5970
62 C -0.5208
63 C -0.6741
64 S 1.5734
65 O -0.9940
66 O -0.7382
67 N 0.1134
68 C -0.1110
69 N -0.1173
70 C -0.0140
71 C -0.8404
72 C -0.3147
73 N -0.4823
74 H 0.2263
75 H 0.2244
76 H 0.3105
77 H 0.6166
78 H 0.4344
79 H 0.2885
80 H 0.4364
81 H 0.3991
82 H 0.4009

Here is a molecular structure, C37H36AsF6O19V2 at a distorted geometry from OMol25. Energies are from ωB97M-V/def2-TZVPD.

Results
Net charge   -1
E_HOMO   -5.88 eV

XYZ file:
```
101
C37H36AsF6O19V2 (ωB97M-V/def2-TZVPD)
O -14.04 20.69 2.46
V -12.74 21.38 1.95
O -11.83 21.80 3.23
O -15.13 23.21 -2.25
V -14.89 21.68 -2.00
O -16.34 21.01 -1.75
C -12.56 21.84 -0.72
O -12.58 22.21 -1.92
O -13.63 21.42 -0.21
O -11.63 22.08 0.13
As -13.16 17.77 -1.09
F -13.98 19.08 -1.94
F -13.67 18.45 0.45
F -12.34 16.49 -0.21
F -12.66 17.08 -2.60
F -11.75 18.82 -1.00
F -14.58 16.71 -1.11
C -18.34 15.59 1.44
C -17.01 16.00 1.23
C -16.19 16.20 2.34
C -16.61 15.82 3.63
C -17.90 15.34 3.80
C -18.73 15.19 2.69
O -20.02 14.79 2.96
O -14.95 16.73 2.21
H -19.04 15.53 0.61
H -16.66 16.20 0.22
H -15.90 15.90 4.43
H -18.09 15.01 4.81
H -20.61 14.83 2.20
H -14.75 16.91 1.28
C -17.63 16.94 -2.52
C -16.59 17.28 -3.37
C -16.02 16.38 -4.24
C -16.44 15.05 -4.26
C -17.47 14.68 -3.37
C -18.07 15.63 -2.53
O -19.10 15.22 -1.74
O -15.01 16.77 -5.09
H -18.07 17.59 -1.77
H -16.24 18.31 -3.34
H -15.97 14.34 -4.92
H -17.77 13.65 -3.23
H -19.06 14.30 -1.48
H -14.63 17.57 -4.70
C -11.05 17.23 3.01
C -10.27 16.46 3.86
C -9.08 17.00 4.31
C -8.79 18.34 3.99
C -9.60 19.14 3.23
C -10.81 18.57 2.80
O -11.65 19.30 1.96
O -8.17 16.17 4.94
H -11.92 16.76 2.57
H -10.55 15.43 4.05
H -7.83 18.66 4.39
H -9.35 20.17 3.02
H -12.27 18.65 1.60
H -7.41 16.10 4.36
C -7.64 16.38 0.04
C -6.64 16.08 0.99
C -6.84 15.08 1.90
C -8.05 14.38 1.89
C -9.06 14.75 1.01
C -8.85 15.71 0.03
O -9.78 15.92 -0.96
O -5.86 14.70 2.78
H -7.39 17.19 -0.63
H -5.79 16.76 0.93
H -8.16 13.55 2.57
H -9.89 14.05 1.02
H -10.64 15.91 -0.51
H -5.14 15.34 2.73
C -6.00 20.40 -1.06
C -7.14 21.01 -1.56
C -8.36 20.75 -0.94
C -8.39 19.94 0.21
C -7.20 19.46 0.76
C -6.00 19.68 0.12
O -4.80 19.17 0.61
O -9.52 21.21 -1.47
H -5.06 20.60 -1.56
H -7.06 21.54 -2.50
H -9.36 19.72 0.62
H -7.25 18.92 1.69
H -4.10 19.55 0.08
H -10.09 21.64 -0.80
C -11.59 12.27 -1.30
C -12.65 13.15 -1.19
C -13.95 12.64 -0.99
C -14.23 11.30 -1.14
C -13.15 10.42 -1.20
C -11.86 10.91 -1.33
O -10.80 10.03 -1.34
O -14.98 13.55 -0.80
H -10.61 12.70 -1.48
H -12.56 14.23 -1.25
H -15.25 10.95 -1.10
H -13.34 9.35 -1.27
H -11.13 9.14 -1.47
H -14.56 14.41 -0.91
```

Here are the Mulliken charges for atoms 1 to 99, given in e:
1 O -0.4786
2 V 1.1150
3 O -0.6846
4 O -0.5591
5 V 1.3322
6 O -0.5905
7 C 1.9386
8 O -0.8738
9 O -0.6736
10 O -0.9646
11 As 2.1127
12 F -0.3044
13 F -0.8470
14 F -0.3803
15 F -0.5158
16 F -0.5674
17 F -0.4093
18 C -0.5307
19 C 0.3027
20 C -0.1345
21 C -0.6968
22 C -0.5854
23 C 0.7948
24 O -0.5859
25 O -0.2374
26 H 0.2945
27 H 0.0571
28 H 0.3958
29 H 0.3617
30 H 0.2933
31 H 0.1271
32 C -0.4322
33 C -0.2168
34 C 0.4676
35 C -0.7783
36 C -0.4894
37 C 0.5822
38 O -0.5694
39 O -0.6122
40 H 0.4329
41 H 0.2888
42 H 0.4159
43 H 0.2596
44 H 0.3144
45 H 0.3095
46 C -0.5563
47 C -0.4971
48 C -0.0178
49 C -0.5218
50 C -0.1449
51 C 0.1223
52 O 0.9839
53 O -0.6184
54 H 0.4435
55 H 0.4743
56 H 0.4688
57 H 0.6816
58 H -0.3198
59 H 0.3192
60 C -0.6314
61 C -0.4646
62 C 0.5170
63 C -0.3697
64 C -0.2195
65 C 0.1730
66 O -0.5781
67 O -0.6043
68 H 0.6353
69 H 0.2644
70 H 0.4075
71 H 0.5090
72 H 0.0651
73 H 0.3072
74 C -0.7046
75 C -0.7693
76 C -0.2418
77 C 0.7222
78 C -0.6580
79 C 0.9164
80 O -0.5597
81 O -0.4496
82 H 0.2441
83 H 0.4300
84 H 0.2325
85 H 0.2691
86 H 0.2826
87 H 0.1852
88 C -0.6222
89 C -0.4086
90 C 0.2137
91 C -0.8480
92 C -0.4391
93 C 0.6960
94 O -0.5515
95 O -0.3720
96 H 0.5581
97 H 0.4636
98 H 0.3985
99 H 0.2469